C46H35F12N6NiO4PS2 | ωB97M-V/def2-TZVPD

Calculated values
* Kohn-Sham gap (spin up / spin down): 5.479 / 5.453 eV
* multiplicity: 3
* net charge: -2
* HOMO energy (spin up / spin down): -1.6 / -1.6 eV
* ⟨S²⟩: 2.007

CARTESIAN COORDINATES (ANGSTROEM)
Ni  0.127981  0.689989  -2.252074
C  5.670842  3.866763  1.004783
C  4.764748  2.990683  0.171706
C  5.090129  1.671052  -0.131490
C  4.192634  0.858686  -0.783390
C  2.867015  1.262794  -1.117993
N  1.954262  0.330078  -1.552218
C  2.188504  -1.028877  -1.276608
C  2.580256  -1.436508  0.013808
C  2.840838  -2.748547  0.333536
C  2.733791  -3.741219  -0.637714
C  2.955590  -5.193584  -0.287086
C  2.308393  -3.365502  -1.898115
C  1.998567  -2.043040  -2.235813
C  1.372791  -1.676956  -3.605994
O  0.317226  -0.838008  -3.548769
C  2.516252  -1.100926  -4.524695
F  2.175503  -1.094399  -5.840426
F  3.660851  -1.825770  -4.439703
F  2.821604  0.155698  -4.210301
C  0.826477  -2.952756  -4.338471
F  0.096368  -2.622837  -5.418542
F  0.000253  -3.653872  -3.532495
F  1.772627  -3.821437  -4.782688
C  2.631953  2.670780  -1.017474
C  3.575710  3.465437  -0.354277
C  1.517107  3.379405  -1.828257
O  0.587749  2.625603  -2.417651
C  0.741914  4.533688  -1.011055
F  1.344798  5.033753  0.089910
F  0.456483  5.609333  -1.796072
F  -0.448086  4.076649  -0.597258
C  2.294976  4.126973  -2.994039
F  2.928388  5.266579  -2.592689
F  3.243875  3.338881  -3.525793
F  1.480991  4.471604  -4.006719
H  5.843610  3.417793  1.988245
H  5.220089  4.848456  1.160165
H  6.652386  4.009963  0.537992
H  6.066807  1.277031  0.143534
H  4.489049  -0.148031  -1.042775
H  2.652804  -0.681991  0.788320
H  3.091419  -3.005478  1.358976
H  3.781392  -5.308470  0.419343
H  3.173394  -5.788719  -1.176381
H  2.058386  -5.605036  0.189479
H  2.218086  -4.148275  -2.636997
H  3.390856  4.525494  -0.258588
N  -2.392836  2.013925  -1.317756
P  -1.439707  0.733406  -0.464438
C  -1.083054  1.705795  1.030979
C  -2.047647  2.465572  1.686169
C  -1.694462  3.267647  2.760260
C  -0.368601  3.329786  3.174823
C  0.593507  2.569465  2.529595
C  0.232324  1.752153  1.471460
C  -3.002088  -0.184754  -0.050460
C  -3.788434  -0.628535  -1.113108
C  -4.948766  -1.357034  -0.888726
C  -5.350089  -1.638323  0.409313
C  -4.580376  -1.188424  1.474754
C  -3.409179  -0.477503  1.248206
C  -2.251125  2.241911  -2.649429
C  -2.878079  3.324379  -3.298397
C  -2.722879  3.463855  -4.655360
C  -1.959498  2.537137  -5.370048
C  -1.385101  1.502529  -4.665743
N  -1.539945  1.344727  -3.348539
H  -2.790024  2.783120  -0.804368
H  -3.087799  2.419177  1.378138
H  -2.451514  3.847086  3.275095
H  -0.089568  3.973928  4.000012
H  1.628606  2.617774  2.842685
H  0.980183  1.147580  0.967814
H  -3.477098  -0.399456  -2.128273
H  -5.541920  -1.701893  -1.728518
H  -6.254011  -2.208876  0.590805
H  -4.883517  -1.400941  2.493203
H  -2.794334  -0.162966  2.082279
H  -3.458084  4.028506  -2.714289
H  -3.192235  4.296703  -5.167037
H  -1.800992  2.634439  -6.435064
H  -0.776705  0.743058  -5.146526
N  -4.723732  -4.046516  6.639809
C  -3.601594  -3.451144  6.035844
C  -2.342526  -4.038256  6.150747
C  -1.227353  -3.409602  5.618509
C  -1.359893  -2.195171  4.967361
C  -2.610196  -1.607184  4.838392
C  -3.725998  -2.235773  5.362734
S  0.082170  -1.319716  4.378792
O  0.182797  -0.159763  5.229061
O  1.171226  -2.272398  4.430867
N  -0.270079  -0.819819  2.912896
C  -0.399117  -1.646684  1.855124
S  -0.457959  -3.429621  1.907262
C  -0.657298  -3.482161  0.188947
C  -0.682088  -2.236138  -0.305008
N  -0.568526  -1.207943  0.614366
H  -4.660998  -5.046376  6.736801
H  -5.603694  -3.758981  6.244764
H  -2.245738  -4.994672  6.655080
H  -0.243384  -3.862025  5.674918
H  -2.695156  -0.662520  4.312861
H  -4.709616  -1.788142  5.254967
H  -0.711173  -4.417271  -0.347377
H  -0.762664  -1.980009  -1.356410

Force components x, y, z for each atom (eV/Å):
Ni 0.800 -0.079 -0.515
C -0.006 -0.149 -0.131
C 0.044 0.089 0.026
C -0.004 -0.020 -0.014
C -0.082 -0.005 0.030
C -0.073 -0.227 -0.036
N -0.005 0.028 0.402
C 0.244 0.187 -0.035
C -0.068 0.037 0.044
C -0.079 0.053 0.025
C -0.008 -0.123 0.074
C -0.061 0.179 0.010
C 0.078 0.065 0.002
C -0.176 0.086 -0.085
C 0.331 -0.180 -0.137
O -0.111 0.211 0.264
C -0.066 0.019 0.043
F 0.041 -0.002 0.134
F -0.123 0.078 -0.059
F 0.010 -0.091 -0.060
C -0.170 0.140 0.040
F 0.079 -0.115 0.098
F 0.074 0.032 -0.101
F -0.062 0.036 0.010
C -0.169 -0.026 0.033
C -0.031 -0.081 -0.027
C 0.289 0.365 0.029
O -0.221 -0.242 0.105
C -0.108 -0.151 -0.130
F -0.067 0.016 -0.143
F 0.041 -0.147 0.100
F 0.102 -0.001 0.073
C -0.093 -0.084 0.022
F -0.025 -0.136 -0.076
F -0.104 0.041 -0.021
F 0.117 0.104 0.117
H 0.002 0.068 -0.010
H 0.033 0.001 -0.011
H -0.048 0.015 0.017
H -0.060 -0.018 -0.022
H -0.013 -0.038 0.081
H 0.019 0.019 -0.037
H 0.013 0.001 -0.043
H -0.019 -0.016 -0.034
H -0.014 0.001 0.020
H 0.064 -0.044 -0.022
H -0.058 0.009 -0.027
H -0.036 -0.037 0.000
N 0.418 0.032 -0.017
P -1.076 0.511 0.173
C 0.116 -0.063 -0.039
C -0.039 -0.069 0.036
C 0.073 0.012 0.029
C -0.048 -0.020 -0.059
C -0.021 0.109 -0.003
C 0.150 -0.034 -0.156
C 0.140 -0.206 -0.169
C 0.086 0.067 -0.056
C 0.016 0.046 -0.023
C 0.025 0.038 0.058
C -0.021 0.017 -0.010
C 0.083 0.006 -0.044
C -0.128 -0.207 -0.159
C -0.032 0.027 0.057
C 0.052 -0.047 0.050
C -0.057 0.053 -0.027
C -0.071 -0.089 -0.045
N -0.089 0.213 -0.004
H -0.019 -0.004 0.088
H 0.010 -0.007 -0.015
H -0.015 0.011 -0.012
H -0.006 -0.039 0.019
H -0.014 -0.050 0.004
H -0.049 0.036 0.014
H -0.037 -0.050 0.027
H 0.047 -0.001 0.010
H 0.012 0.017 0.001
H 0.020 -0.043 0.007
H 0.045 -0.010 0.007
H 0.026 0.015 -0.029
H 0.023 0.004 0.012
H -0.009 -0.029 0.020
H 0.051 0.040 0.088
N 0.073 0.096 0.071
C 0.065 -0.036 0.030
C -0.121 0.009 -0.003
C 0.022 -0.069 -0.130
C 0.109 0.079 0.040
C -0.020 -0.069 -0.019
C -0.045 0.005 0.003
S -0.135 0.123 -0.586
O 0.018 0.069 -0.011
O -0.008 -0.163 0.012
N -0.095 -0.310 0.018
C -0.037 -0.166 -0.055
S 0.197 0.335 0.103
C -0.065 -0.193 0.158
C 0.003 0.420 0.140
N 0.203 -0.342 0.318
H -0.018 -0.044 -0.058
H -0.034 -0.049 -0.068
H 0.021 0.030 0.009
H -0.071 0.045 0.042
H -0.017 -0.023 0.069
H 0.039 0.025 0.014
H 0.040 0.092 0.002
H -0.009 -0.021 0.048

Mulliken atomic charge list, values in e, 99 entries: Ni -0.08; C -1.82; C 0.21; C -0.95; C -0.43; C 0.97; N 1.29; C -0.19; C 0.66; C -1.16; C 0.60; C -1.69; C -0.73; C -1.03; C 1.52; O -1.23; C 0.35; F -0.33; F -0.32; F -0.05; C 0.41; F -0.28; F -0.19; F -0.30; C -1.12; C -0.41; C 1.33; O -0.94; C 0.39; F -0.30; F -0.38; F -0.09; C 0.62; F -0.30; F -0.22; F -0.25; H 0.33; H 0.37; H 0.32; H 0.33; H 0.62; H 0.48; H 0.33; H 0.38; H 0.40; H 0.22; H 0.45; H 0.30; N 0.33; P 3.09; C 0.72; C -0.57; C -1.27; C -0.89; C -0.63; C 0.23; C 1.10; C -0.84; C -0.68; C -0.72; C -0.52; C -0.48; C 0.08; C -0.96; C -0.37; C -0.94; C -0.54; N 0.87; H 0.17; H 0.44; H 0.40; H 0.38; H 0.48; H -0.37; H 0.31; H 0.41; H 0.36; H 0.33; H -0.01; H 0.45; H 0.37; H 0.43; H 0.31; N -0.62; C 1.19; C -0.72; C -0.30; C -0.52; C -0.34; C -0.87; S 1.28; O -0.81; O -0.72; N -0.03; C -0.12; S -0.39; C -0.61; C -1.14; N 0.71